57
Properties=species:S:1:pos:R:3:forces:R:3:mulliken_charge:R:1 method="wB97M-V/def2-TZVPD" multiplicity=1 total_charge=+1 energy_ev=-42754.10474 relative_energy_kcal_mol=0.0 fmax_ha_per_bohr=0.0491 lumo_ev=-6.45
F 4.93824 -4.11254 -0.37303 -0.1 1.6 0.2 -0.290
C 4.82746 -2.78390 -0.03215 0.0 -1.1 -0.6 0.108
C 5.53774 -2.35337 1.09215 -0.6 1.0 -0.3 -0.432
C 5.42170 -0.99074 1.42431 0.4 -0.2 0.0 -0.589
C 4.60234 -0.14909 0.68940 -0.4 0.5 -0.1 -0.521
C 3.83634 -0.59947 -0.43167 0.5 -0.6 0.5 0.895
C 2.92321 0.32026 -1.02197 1.0 0.0 -0.7 -0.327
C 2.19129 0.23601 -2.23812 -0.9 -0.2 -0.6 1.146
C 1.70141 1.45179 -2.80533 0.1 0.1 0.4 -0.562
C 0.94130 1.48402 -3.96892 0.1 0.1 -0.2 -0.621
C 0.63493 0.29992 -4.65492 0.2 0.3 0.6 -0.460
C 1.11043 -0.88882 -4.10524 0.2 -1.3 -0.1 0.067
F 0.83030 -2.05564 -4.77768 0.3 1.3 0.9 -0.309
C 1.86472 -0.96743 -2.93419 -0.2 0.3 -0.5 -0.522
C 4.05067 -1.95484 -0.83338 0.1 -0.1 0.4 -0.432
H 6.15597 -3.03695 1.66843 -0.1 0.1 -0.2 0.476
H 6.01203 -0.59251 2.25732 -0.4 -0.2 -0.4 0.402
H 4.54986 0.91886 0.93352 -0.1 -0.5 0.1 0.414
H 2.89229 1.30431 -0.53829 0.0 -0.3 -0.1 0.264
H 1.98562 2.38491 -2.30951 -0.3 -0.3 -0.2 0.411
H 0.60090 2.44404 -4.37442 0.2 -0.5 0.2 0.421
H 0.04320 0.30015 -5.57328 0.2 -0.1 0.3 0.480
H 2.18883 -1.93873 -2.58076 -0.4 0.2 -0.2 0.379
H 3.64046 -2.34737 -1.75724 0.2 -0.1 0.5 0.524
C -5.19139 -1.57832 -0.59770 0.0 0.0 -0.2 -0.995
Si -3.76852 -0.37341 -0.47604 0.4 -0.5 1.2 0.203
C -2.54879 -0.53374 -1.87668 0.1 0.1 -0.6 -0.867
C -4.35302 1.34833 -0.07072 -0.1 0.3 -0.3 -1.009
O -2.92198 -0.91409 0.89523 0.0 -0.3 0.4 -0.516
C -1.74482 -0.54517 1.47221 1.2 -1.0 -1.7 0.329
C -0.54200 -1.06742 1.03948 -2.4 0.4 0.6 -0.567
C 0.70530 -0.56941 1.63950 0.6 0.6 0.8 0.012
C 0.59617 0.94105 1.91672 0.5 -0.3 -0.4 -0.731
C -0.65878 1.31396 2.62981 -0.6 0.2 0.1 0.429
C -1.81070 0.51609 2.48111 0.1 0.8 0.0 0.337
C -3.01082 0.90643 3.10311 0.5 0.0 -0.1 -0.468
C -3.06766 2.10985 3.79733 0.2 0.0 0.2 -0.573
C -1.93406 2.92824 3.90247 0.0 -0.1 -0.1 -0.679
C -0.73998 2.52899 3.30549 -0.3 -0.2 0.2 -0.536
H -5.85640 -1.32952 -1.43611 0.1 -0.1 0.2 0.340
H -4.82655 -2.60220 -0.74963 0.0 0.2 0.0 0.290
H -5.79266 -1.57467 0.32123 0.2 0.1 -0.2 0.299
H -2.97974 -0.16815 -2.82197 0.1 -0.1 0.2 0.454
H -1.61540 0.02213 -1.69568 -0.3 -0.1 0.1 0.127
H -2.27444 -1.59250 -2.01524 -0.2 0.3 0.1 0.299
H -4.90041 1.78103 -0.92200 0.1 0.0 0.2 0.426
H -5.02832 1.33871 0.79902 0.2 -0.1 -0.3 0.291
H -3.51752 2.01929 0.17553 -0.2 -0.2 -0.1 0.316
H -0.52044 -1.92482 0.37420 -0.2 0.2 -0.1 0.531
H 0.91396 -1.08860 2.59378 0.1 0.1 -0.3 0.339
H 1.55192 -0.74154 0.96894 0.0 -0.2 0.2 -0.382
H 1.47022 1.29221 2.47725 -0.1 0.0 0.0 0.464
H 0.60223 1.47065 0.94833 0.0 0.0 0.0 0.148
H -3.88224 0.26105 3.02644 0.1 0.2 -0.1 0.575
H -4.00585 2.42087 4.25593 0.3 -0.1 -0.1 0.403
H -1.97374 3.87202 4.45109 -0.1 -0.3 -0.2 0.381
H 0.14521 3.15979 3.33257 -0.1 0.0 0.2 0.407



191
Properties=species:S:1:pos:R:3:forces:R:3:mulliken_charge:R:1 method="wB97M-V/def2-TZVPD" multiplicity=1 total_charge=-1 energy_ev=-174299.70645 fmax_ha_per_bohr=0.0963 lumo_ev=-0.14
C -0.61776 2.67015 -3.84996 0.7 -0.8 1.4 -0.734
C 0.51541 1.80583 -4.36255 -0.2 -0.5 -0.7 -0.969
C 0.97501 0.58846 -3.50891 -0.4 1.3 1.1 0.655
C 1.86994 1.18073 -2.38326 0.5 -1.4 -0.9 -1.065
N 2.39657 0.12061 -1.32110 -0.9 2.2 -0.3 0.959
C 3.25601 -1.00355 -2.03815 -0.9 -0.1 1.1 0.794
C 4.63540 -0.81041 -1.48885 0.9 -0.3 -0.4 -0.148
C 4.67680 0.65623 -1.20259 0.5 1.7 1.1 -1.287
C 3.40145 0.95866 -0.46934 -0.6 -2.0 -0.3 1.051
C 1.27674 -0.42175 -0.40825 0.7 -0.4 -0.7 -0.430
C 0.35438 0.58219 0.27288 -0.4 2.1 -1.4 0.986
C -0.59074 0.03551 1.30095 0.2 -1.7 0.4 -1.315
H -0.59783 3.61095 -4.40005 -0.5 0.0 0.3 0.325
H -0.40481 2.77011 -2.78565 -0.2 1.0 0.3 -0.086
H -1.55221 2.10900 -3.85227 -0.2 0.3 -0.5 0.275
H 1.38672 2.44087 -4.52269 0.1 0.0 -0.2 0.497
H 0.11373 1.50630 -5.33056 0.8 -0.5 -0.3 0.448
H 1.48621 -0.13399 -4.14518 0.1 0.0 0.3 0.487
H 0.14121 0.11871 -2.98718 -0.3 -0.3 -0.5 -0.551
H 1.44889 2.04382 -1.86761 -0.3 -0.4 0.3 0.135
H 2.75278 1.58342 -2.87977 0.3 -0.2 0.3 0.642
H 2.87501 -1.96384 -1.69062 -0.5 0.2 -0.3 -0.792
H 3.23605 -0.93345 -3.12572 -0.4 0.4 0.1 -0.143
H 4.83258 -1.47280 -0.64597 -0.2 0.4 0.5 -0.124
H 5.41010 -1.06910 -2.21067 -0.2 0.1 -0.3 0.585
H 5.43543 0.95628 -0.47972 0.6 0.0 -0.6 0.643
H 4.69187 1.27244 -2.10157 0.6 -0.2 -0.1 0.390
H 3.48812 0.45377 0.49278 -0.3 0.0 0.2 -0.373
H 3.06385 1.98387 -0.31743 0.1 0.0 -0.6 -0.638
H 1.83688 -0.97508 0.34552 -0.1 -0.3 0.0 0.811
H 0.70146 -1.08242 -1.05684 -0.1 -0.3 0.2 0.195
H -0.27981 1.01636 -0.50003 0.0 0.1 -0.4 0.213
H 0.87513 1.46005 0.65534 0.5 -0.1 0.2 -1.015
H -1.37630 -0.53862 0.80966 0.2 -0.4 0.0 -0.217
H -1.14167 0.66881 1.99630 0.5 0.8 -0.2 0.400
H 0.02268 -0.63451 1.90335 -0.4 -0.4 0.4 0.449
C 2.52991 -10.46854 -2.17902 0.7 0.4 -0.7 -1.274
C 2.15808 -9.65458 -0.96576 0.1 2.2 -0.2 -0.516
C 3.06080 -8.34457 -0.66181 -1.3 -0.1 -0.6 -0.428
C 2.75089 -7.13590 -1.63786 0.4 -0.2 1.1 -1.211
N 3.36130 -5.78382 -1.15783 0.1 -0.4 -0.1 0.815
C 3.28881 -4.76439 -2.34825 -0.5 -0.6 -0.8 0.239
C 4.71266 -4.37107 -2.71184 0.5 0.9 1.9 0.453
C 5.43854 -4.70721 -1.41562 1.3 -0.4 0.9 -0.531
C 4.85194 -6.02452 -0.90601 0.3 1.1 -1.5 -0.960
C 2.76089 -5.18182 0.21031 -1.1 -2.1 -0.8 -0.807
C 1.15495 -5.26363 0.25917 2.6 2.6 -0.6 0.034
C 0.70502 -4.33927 1.43173 -0.7 -1.1 0.5 -1.218
H 2.47226 -9.97539 -3.14937 -0.3 0.7 0.1 0.304
H 1.83813 -11.29837 -2.32363 0.5 -0.4 0.4 0.400
H 3.59585 -10.68715 -2.11505 -0.1 -1.0 0.1 0.309
H 2.11332 -10.31411 -0.09909 0.1 0.3 0.1 0.410
H 1.16445 -9.25100 -1.16052 -0.3 -0.1 0.4 0.281
H 4.11771 -8.60583 -0.60900 0.0 0.1 -0.3 0.482
H 2.80501 -7.94690 0.32030 -0.1 -0.4 0.2 0.245
H 1.67805 -6.96613 -1.72893 0.0 -0.1 0.0 0.461
H 3.16606 -7.30679 -2.63110 0.0 0.1 0.1 0.595
H 2.55437 -3.99957 -2.09577 0.4 0.2 0.3 -0.546
H 2.85908 -5.22301 -3.23881 -0.3 -0.5 0.4 0.292
H 4.90977 -3.30767 -2.84759 -0.7 0.1 -0.4 -0.604
H 5.19528 -4.85011 -3.56372 -0.6 -0.4 0.0 0.435
H 5.35149 -4.01131 -0.58121 -0.3 0.6 -0.4 -0.065
H 6.50527 -4.77039 -1.63056 0.1 -0.3 0.3 0.691
H 5.08741 -6.28754 0.12523 -0.3 0.1 -0.1 0.377
H 5.22762 -6.77397 -1.60264 -0.4 -0.5 0.2 0.489
H 3.16444 -4.19260 0.42636 0.0 0.0 -0.6 -0.022
H 3.23346 -5.86800 0.91311 -0.3 0.3 0.4 0.639
H 0.85047 -6.30971 0.22607 -0.4 0.3 0.5 0.299
H 0.86655 -4.74186 -0.65335 -0.5 -0.4 -0.3 0.180
H 0.95893 -4.87913 2.34397 -0.1 0.4 0.3 0.423
H -0.35413 -4.08198 1.44289 -0.4 -0.9 -0.3 0.303
H 1.06225 -3.31393 1.52741 1.2 -0.3 -0.6 0.147
C 4.21416 2.76463 4.13327 -0.4 -1.5 0.9 -1.830
C 3.47360 3.01133 2.84938 1.0 0.7 0.0 0.126
C 2.65181 4.31842 2.85566 -0.6 -0.3 -1.2 0.188
C 1.21596 3.86685 2.75533 -1.4 0.1 0.9 -0.805
N 0.11620 4.95993 3.10828 0.0 0.9 -1.2 0.665
C 0.20229 6.03637 1.99091 0.5 -0.8 1.0 -0.827
C -0.48318 5.40057 0.81612 -1.0 0.9 -0.2 -0.247
C -1.53180 4.41736 1.38927 1.1 -0.6 0.0 -0.139
C -1.38627 4.49093 2.92390 2.1 0.1 0.3 -0.740
C 0.30162 5.63792 4.48326 1.3 0.4 -2.0 -1.141
C 0.35553 4.64880 5.53719 0.2 -1.2 2.1 -0.046
C 1.21825 5.07228 6.75976 -1.7 0.1 -1.2 -1.475
H 3.46102 2.40977 4.83680 -0.1 0.4 0.7 0.355
H 4.81286 3.54590 4.60154 -0.2 0.2 -0.4 0.315
H 4.81883 1.86245 4.04085 0.4 0.2 -0.2 0.451
H 2.82755 2.15016 2.67884 -0.1 0.0 -0.1 -0.278
H 4.20654 2.99865 2.04270 -0.2 0.3 -0.3 0.484
H 2.83295 4.78420 1.88698 0.4 0.6 0.2 -0.150
H 2.79344 5.04411 3.65654 0.5 -0.4 0.1 0.596
H 0.99335 3.00215 3.38050 0.0 0.2 0.3 0.791
H 1.11479 3.47744 1.74230 -0.8 0.5 -0.1 -0.485
H -0.32158 6.89865 2.40339 0.0 0.0 -0.2 0.508
H 1.24817 6.27906 1.80293 -0.1 0.1 0.0 0.589
H -0.98821 6.22634 0.31499 0.2 -0.2 -0.5 0.608
H 0.20135 4.88146 0.14527 0.0 0.4 -0.1 -0.330
H -2.50186 4.44036 0.89273 -0.2 0.5 0.7 0.528
H -1.11067 3.47027 1.05199 -0.4 -0.5 0.4 -0.263
H -1.84735 5.27987 3.51811 -0.8 -0.1 -0.6 0.421
H -1.44782 3.55664 3.48194 -0.3 -0.1 -0.2 0.347
H -0.44059 6.40269 4.71208 -0.5 -0.2 -0.7 0.626
H 1.22439 6.21691 4.44636 0.2 -0.2 -0.4 0.602
H 0.85497 3.72383 5.24893 -0.4 -0.1 -0.4 0.068
H -0.68092 4.45597 5.81415 0.0 -0.5 0.4 0.414
H 2.21955 5.15116 6.33636 0.3 -0.2 0.9 0.370
H 0.98135 4.29195 7.48299 1.0 0.2 0.3 0.401
H 0.86862 6.03481 7.13312 0.2 0.0 0.2 0.362
C -3.05072 1.19686 6.56398 2.1 -0.5 -0.4 -1.299
C -4.05601 0.10175 6.47221 -1.0 -0.1 1.4 -0.629
C -4.83932 0.11433 5.20500 -0.5 -1.2 -1.8 0.131
C -5.72920 -1.11446 4.98629 -1.6 -0.4 -0.4 -1.461
N -6.70367 -0.96127 3.71720 0.5 -0.3 0.4 0.611
C -7.67361 0.18034 4.02169 -1.6 -0.5 0.3 -0.516
C -9.15220 -0.32116 3.65296 0.7 0.4 0.9 -0.800
C -8.92051 -1.58962 2.85167 0.3 1.2 0.3 -0.660
C -7.70367 -2.17658 3.60021 -0.9 0.4 -0.8 -0.692
C -5.87992 -0.66870 2.37809 -1.2 -0.8 0.5 -0.935
C -4.95037 -1.78691 1.99409 -0.1 -0.6 0.7 0.008
C -4.08322 -1.59323 0.75252 0.1 0.2 -0.1 -1.466
H -3.44701 2.21007 6.63082 0.0 -0.2 0.0 0.376
H -2.34650 1.09582 5.73817 -0.2 0.5 -0.6 0.238
H -2.33674 0.96627 7.35465 -0.4 0.4 0.7 0.441
H -4.77632 0.35786 7.24916 -0.3 -0.4 0.3 0.293
H -3.67538 -0.86995 6.78690 0.3 0.0 -0.4 0.489
H -4.26434 0.10724 4.27901 0.8 0.6 0.3 0.089
H -5.43518 1.02626 5.24289 -0.2 -0.1 -0.4 0.262
H -6.33284 -1.29198 5.87634 -0.8 0.4 -0.2 0.563
H -5.32181 -2.11891 4.87129 1.0 0.4 -0.4 0.592
H -7.43178 1.12967 3.54378 0.4 -0.4 -0.1 0.350
H -7.61211 0.27398 5.10592 -0.1 0.4 -0.2 0.404
H -9.84669 0.44906 3.31746 0.6 0.1 -0.9 0.361
H -9.68725 -0.62080 4.55409 0.4 -0.2 0.4 0.353
H -8.63444 -1.35243 1.82698 0.0 -0.1 -0.1 0.282
H -9.83745 -2.17667 2.79962 0.4 -0.4 0.2 0.441
H -7.47948 -3.07659 3.02766 1.4 0.2 0.3 0.320
H -7.96615 -2.44613 4.62322 0.1 0.1 0.0 0.438
H -5.27770 0.22565 2.53799 -0.7 0.3 0.0 0.365
H -6.69563 -0.57884 1.66070 0.3 0.6 -0.2 0.525
H -5.48506 -2.73337 1.91406 -0.3 0.0 -0.3 0.260
H -4.34357 -1.95009 2.88474 0.6 0.0 -0.1 0.242
H -3.46117 -0.69844 0.77473 0.1 -0.1 0.4 0.169
H -4.60393 -1.48344 -0.19875 -0.5 -0.3 0.2 0.441
H -3.45723 -2.48151 0.66773 0.2 0.2 -0.2 0.458
C -6.94567 4.15691 -6.50949 -2.9 0.3 4.0 -0.029
O -5.58613 4.21576 -5.98080 -0.1 0.7 -0.8 -0.204
O -7.81695 4.54407 -5.42031 2.2 0.0 -3.8 -0.904
C -7.12635 4.74780 -7.99758 -0.1 -0.2 0.8 0.718
F -6.52730 5.89054 -8.31157 0.6 1.3 0.5 -0.266
F -6.61731 3.87005 -8.88002 0.5 -1.0 -0.4 -0.273
F -8.39205 4.92016 -8.41777 -0.6 -0.2 0.7 -0.297
C -4.48530 4.24025 -6.85061 -0.2 -0.3 -0.8 -0.199
C -3.19315 4.35118 -6.08307 0.6 -0.2 -0.1 -0.982
H -2.48628 4.91172 -6.69481 0.2 0.1 0.1 0.348
H -3.28210 4.83961 -5.11270 -0.2 0.1 -0.1 0.326
H -2.73625 3.37323 -5.93157 -0.1 -0.1 0.2 0.145
H -4.52412 4.99210 -7.63884 -0.3 0.8 0.4 0.259
H -4.43479 3.37065 -7.50585 -0.1 -0.8 0.2 0.262
H -7.19606 3.10295 -6.63025 0.4 -0.5 -0.8 0.109
C 4.15932 -1.37002 3.62557 -0.6 -0.9 -0.5 0.479
F 3.78416 -0.49716 2.66117 0.9 0.1 -0.1 -0.272
F 5.19188 -0.89063 4.33693 -1.0 0.1 -0.5 -0.219
F 3.03379 -1.45148 4.37134 0.8 -0.1 0.6 -0.261
S 4.62077 -3.11163 2.94435 1.1 -3.3 0.5 1.184
O 3.37940 -3.94541 3.09980 1.8 2.2 -0.6 -0.676
O 5.16591 -2.99685 1.58610 -1.7 0.9 0.1 -0.670
O 5.72860 -3.54137 3.80278 -1.4 0.8 0.3 -0.729
C 5.97524 0.03343 -7.08128 -1.6 -1.1 0.3 0.382
F 6.59755 1.13171 -6.75366 0.0 1.4 0.0 -0.205
F 4.91173 0.30585 -7.94600 1.9 -0.3 1.0 -0.232
F 6.89766 -0.72022 -7.69746 -0.7 -0.2 -0.2 -0.210
S 5.28443 -0.78175 -5.46999 -2.7 -2.2 -0.1 1.353
O 3.98606 -0.08984 -5.18215 2.2 -0.7 -0.7 -0.589
O 5.10479 -2.23879 -5.77143 0.3 2.5 -0.1 -0.737
O 6.31092 -0.56016 -4.48486 0.6 0.6 0.1 -0.715
C 3.22389 5.98160 -3.05026 0.8 0.8 1.0 0.531
F 4.01247 5.20580 -3.77233 0.1 -0.1 -0.3 -0.203
F 3.67289 7.26264 -3.11003 0.1 -0.7 0.0 -0.228
F 2.01080 5.98704 -3.53162 -1.0 -0.3 -0.6 -0.214
S 3.19069 5.40687 -1.29185 0.2 -0.2 3.1 1.375
O 2.36886 6.46889 -0.61589 1.1 -1.8 -1.1 -0.744
O 2.52354 4.06776 -1.30773 0.6 1.8 -0.2 -0.990
O 4.59657 5.33093 -0.81063 -2.2 0.3 -1.2 -0.738
C -2.57004 -1.43303 -3.27495 2.4 -2.5 0.3 0.621
F -2.10362 -0.74804 -4.32767 -0.6 -0.2 0.5 -0.223
F -2.59529 -0.64336 -2.20403 -0.3 0.8 0.2 -0.168
F -3.76260 -1.93694 -3.49757 -1.0 0.6 -0.4 -0.245
S -1.45454 -2.97735 -2.79527 0.9 -1.3 -2.8 0.988
O -0.08607 -2.48136 -2.78164 0.1 0.6 -0.5 -0.596
O -1.83816 -3.37220 -1.48270 -1.6 0.1 2.2 -0.647
O -1.73529 -4.02784 -3.79832 0.1 1.9 0.8 -0.693